P | DFT (ωB97M-V with the def2-TZVPD basis set) results for a cluster of 2 separate species, C3H5O3P in total.

Structure (XYZ):
```
12
Properties=species:S:1:pos:R:3
C 1.7315 2.0760 0.6298
C -0.0788 -0.0667 -0.0832
C 0.7590 -1.3935 -0.3333
O -2.8031 1.0637 0.3041
O -0.8820 0.1366 -1.3735
O -2.3637 -1.5145 -0.1770
P -1.8959 -0.0622 -0.0272
H 0.9984 2.9490 0.4695
H 1.7014 1.8198 1.7896
H 0.7330 -1.9684 0.5172
H 0.3397 -2.0365 -1.0576
H 1.7606 -1.0032 -0.6584
```

Properties
LUMO energy (spin up / spin down): 6.993 / 6.988 eV
HOMO-LUMO gap (spin up / spin down): 6.027 / 5.466 eV
Net charge: -2


Q | DFT (ωB97M-V with the def2-TZVPD basis set) results for the ion C3H5O3P with charge -2.

Structure (XYZ):
```
12
Properties=species:S:1:pos:R:3
C 1.1588 -0.7193 -0.1738
C 1.0527 0.7775 -0.2508
C 0.1711 -0.0439 0.7166
O -1.4591 0.1659 -1.4738
O -2.3263 -1.3447 0.4137
O -2.3981 1.1472 0.7130
P -1.6776 -0.0044 0.0554
H 0.7201 -1.2320 -1.1041
H 1.9877 -1.3955 0.1301
H 1.9398 1.2710 0.1548
H 0.5145 1.3336 -1.0003
H 0.3162 0.0446 1.8193
```

Properties
LUMO energy: 7.035 eV
HOMO-LUMO gap: 5.787 eV
Net charge: -2


Which of them is most stable, and which least? Most stable: Q; least stable: P.


P | DFT (ωB97M-V with the def2-TZVPD basis set) results for the molecule C6H9ClO.

Structure (XYZ):
```
17
Properties=species:S:1:pos:R:3
C -2.1420 1.2894 0.2287
C -1.2135 0.0493 -0.0924
C 0.1471 0.0406 -0.8073
C 1.6996 0.3858 -0.8547
C 1.2389 -1.4080 0.6584
C 0.1769 -0.3342 0.6810
H -2.8427 1.1791 1.2750
H -2.7804 1.4060 -0.5990
H -1.3214 1.9968 0.4857
H -0.0776 -0.8613 -1.5257
H 2.1848 0.4603 -1.8301
H 1.8337 1.2542 -0.0780
H 0.8009 -2.2054 0.0502
H 1.9575 -1.6734 1.5740
H 0.5686 0.6285 1.4469
O 2.1962 -0.7901 -0.2305
Cl -2.4266 -1.4175 -0.3822
```

Properties
LUMO energy: 0.595 eV
HOMO-LUMO gap: 10.079 eV


Q | DFT (ωB97M-V with the def2-TZVPD basis set) results for a cluster of 2 separate species, C6H9ClO in total.

Structure (XYZ):
```
17
Properties=species:S:1:pos:R:3
C -0.8809 -0.9124 -0.4574
C -1.6138 -1.9054 -0.8702
C 0.0171 0.2864 -0.4897
C -0.1640 -0.5386 0.7449
C 0.3102 -0.5869 1.9515
C -0.6761 1.6906 -0.7054
O -0.2748 2.5648 0.3680
Cl 3.9444 -0.1731 -0.2241
H -1.9214 -2.7434 -0.1984
H -2.0300 -2.1118 -1.8723
H 0.8546 0.1158 -1.1500
H 2.9538 -0.9473 0.1454
H -0.0794 -1.1389 2.7655
H 1.1630 0.0890 2.2126
H -1.6998 1.4910 -0.5923
H -0.4428 1.9852 -1.6720
H 0.5401 2.8352 0.0439
```

Properties
LUMO energy: 0.449 eV
HOMO-LUMO gap: 9.799 eV


Which of them is most stable, and which least? Most stable: Q; least stable: P.


P | DFT (ωB97M-V with the def2-TZVPD basis set) results for a cluster of 2 separate species, C2H4ClP in total.

Structure (XYZ):
```
8
Properties=species:S:1:pos:R:3
C 1.0961 -0.5989 -1.2376
C 0.8513 -0.1508 0.1414
P 1.3825 -0.9558 -2.7049
Cl -2.9216 0.5633 0.5870
H -2.7908 1.4582 1.5188
H 1.6215 0.4827 0.6349
H 0.9100 -1.1900 0.6774
H -0.1491 0.3913 0.3830
```

Properties
LUMO energy: 0.731 eV
HOMO-LUMO gap: 10.144 eV


Q | DFT (ωB97M-V with the def2-TZVPD basis set) results for a cluster of 2 separate species, C2H4ClP in total.

Structure (XYZ):
```
8
Properties=species:S:1:pos:R:3
C -0.8211 -0.4885 0.3250
C -1.2688 0.4757 -0.4467
P 2.4844 0.8200 0.2070
Cl 3.7540 -0.5631 -0.1384
H -1.1860 -0.7663 1.3012
H -2.2233 1.0240 -0.0711
H -0.7977 0.5628 -1.3560
H 0.0586 -1.0647 0.1788
```

Properties
LUMO energy (spin up / spin down): -1.057 / -1.130 eV
HOMO-LUMO gap (spin up / spin down): 7.045 / 6.883 eV


Which of them is most stable, and which least? Most stable: P; least stable: Q.